Molecular formula: C2H2FI3
Method: DFT, ωB97M-V/def2-TZVPD

Structure (XYZ):
```
8
Properties=species:S:1:pos:R:3:forces:R:3
C -1.614 0.112 0.081 0.3 0.0 -0.2
C 2.135 -0.759 -0.377 -0.5 1.0 -2.0
F -1.048 0.324 1.320 -1.3 -0.5 -0.1
I -2.183 2.032 -0.676 0.2 -0.5 -0.1
I 2.794 1.143 0.132 0.2 0.5 -0.1
I 0.097 -0.981 -0.875 0.0 0.4 -0.8
H -2.518 -0.548 -0.060 0.9 0.6 1.1
H 2.336 -1.323 0.455 0.2 -1.5 2.3
```
Forces are in eV/Å.

spin multiplicity: 1
energy above the lowest of the compared OMol25 structures with the same formula, charge and spin: 3.6351 eV
F_max: 2.74 eV/Å
orbital gap (alpha / beta): 6.967 / 6.965 eV



Molecular formula: C2H2FI3O
Method: DFT, ωB97M-V/def2-TZVPD

Structure (XYZ):
```
9
Properties=species:S:1:pos:R:3:forces:R:3
F -0.157 1.509 -1.235 0.0 0.0 0.0
C 0.156 1.179 0.011 0.5 0.0 0.3
I 2.200 1.418 0.446 -0.5 0.0 -0.1
C -0.716 0.739 0.896 -0.5 0.0 -0.2
I -2.749 0.498 0.451 0.4 0.1 0.0
H -0.426 0.470 1.895 0.1 0.0 0.0
O 1.044 -1.523 -0.828 0.2 0.0 0.0
I -0.148 -2.765 0.123 0.0 -0.1 0.0
H 0.795 -1.525 -1.759 -0.1 -0.1 -0.1
```
Forces are in eV/Å.

spin multiplicity: 1
energy above the lowest of the compared OMol25 structures with the same formula, charge and spin: 1.7834 eV
structure (SMILES): F/C(I)=C\I.OI
F_max: 0.57 eV/Å
orbital gap: 8.184 eV



Molecular formula: C2H2FI3O
Method: DFT, ωB97M-V/def2-TZVPD

Structure (XYZ):
```
9
Properties=species:S:1:pos:R:3:forces:R:3
C 0.782 0.079 0.751 -0.9 1.5 -2.0
C -0.508 -0.132 -0.023 0.7 -1.2 -3.0
O -1.202 0.902 -0.291 -2.6 0.8 -1.6
F 0.002 -0.393 -2.024 -0.4 0.1 2.6
I 2.100 -1.446 0.547 0.9 -1.4 0.2
I 1.798 1.892 0.148 -0.3 0.1 0.0
I -1.457 -2.020 0.198 0.0 0.5 -0.1
H 0.451 0.331 1.718 -0.1 -0.2 1.5
H -1.967 0.788 -1.022 2.6 -0.2 2.3
```
Forces are in eV/Å.

spin multiplicity: 1
energy above the lowest of the compared OMol25 structures with the same formula, charge and spin: 2.5586 eV
F_max: 3.49 eV/Å
orbital gap: 8.421 eV



Molecular formula: C2H2FIO
Method: DFT, ωB97M-V/def2-TZVPD

Structure (XYZ):
```
7
Properties=species:S:1:pos:R:3:forces:R:3
F 1.116 -0.991 -1.596 0.0 0.6 -0.5
C 0.457 -0.563 -0.506 0.0 -1.2 -0.6
C -0.422 0.418 -0.479 0.1 -0.6 4.9
O -1.054 0.688 0.866 -0.3 -0.2 -3.8
I -0.104 0.497 2.497 0.9 -0.2 1.3
H 0.672 -1.285 0.277 -0.4 0.6 0.4
H -0.665 1.237 -1.060 -0.4 1.0 -1.7
```
Forces are in eV/Å.

spin multiplicity: 1
energy above the lowest of the compared OMol25 structures with the same formula, charge and spin: 1.8791 eV
structure (SMILES): F/C=C/OI
F_max: 4.89 eV/Å
orbital gap: 8.693 eV



Molecular formula: C2H2FN4
Method: DFT, ωB97M-V/def2-TZVPD

Structure (XYZ):
```
9
Properties=species:S:1:pos:R:3:forces:R:3
C -0.692 0.241 0.259 3.0 -1.3 -0.4
C 1.876 -0.615 -0.228 0.5 0.5 -2.0
N -1.414 -0.131 -0.795 2.2 -0.7 0.5
N -1.237 0.977 1.174 0.2 0.5 -0.4
N -2.517 0.442 -0.519 -3.6 2.5 0.7
N -2.447 1.176 0.624 -1.0 -1.2 -0.8
F 2.449 -0.111 0.895 -0.2 -0.8 -0.1
H 2.556 -0.344 -1.166 -1.8 -0.4 2.0
H 1.425 -1.634 -0.244 0.6 0.9 0.7
```
Forces are in eV/Å.

spin multiplicity: 1
energy above the lowest of the compared OMol25 structures with the same formula, charge and spin: 4.5818 eV
total charge: -1
F_max: 4.41 eV/Å
orbital gap (alpha / beta): 8.346 / 8.155 eV



Molecular formula: C2H2FNO
Method: DFT, ωB97M-V/def2-TZVPD

Structure (XYZ):
```
7
Properties=species:S:1:pos:R:3:forces:R:3
C 1.974 0.362 0.365 0.9 0.8 3.4
C -1.224 -0.223 0.496 0.7 0.2 0.9
N 1.775 0.086 -0.719 -0.3 -0.3 -1.2
O -1.694 0.595 -0.393 -1.0 -3.2 -2.2
F -1.035 -1.501 0.054 -0.9 1.5 -0.6
H 2.234 0.625 1.444 -0.7 -0.5 -2.2
H -2.030 0.056 -1.248 1.1 1.5 2.0
```
Forces are in eV/Å.

spin multiplicity: 1
energy above the lowest of the compared OMol25 structures with the same formula, charge and spin: 2.3161 eV
F_max: 4.00 eV/Å
orbital gap: 10.807 eV



Molecular formula: C2H2FNO
Method: DFT, ωB97M-V/def2-TZVPD

Structure (XYZ):
```
7
Properties=species:S:1:pos:R:3:forces:R:3
C 1.007 0.651 0.046 1.1 1.4 0.0
C -0.885 0.098 0.000 -6.3 -2.7 0.1
N 0.330 -0.339 0.038 0.7 -2.7 0.5
O 1.535 1.652 0.060 1.9 1.9 0.1
F 1.136 -1.897 0.064 -0.2 0.2 -0.3
H -1.655 -0.389 0.725 1.7 1.4 -0.3
H -1.469 0.224 -0.933 1.1 0.4 0.0
```
Forces are in eV/Å.

spin multiplicity: 1
energy above the lowest of the compared OMol25 structures with the same formula, charge and spin: 4.5648 eV
F_max: 6.85 eV/Å
orbital gap (alpha / beta): 9.418 / 8.683 eV



Molecular formula: C2H2FNO
Method: DFT, ωB97M-V/def2-TZVPD

Structure (XYZ):
```
7
Properties=species:S:1:pos:R:3:forces:R:3
C -0.124 -0.086 0.109 0.6 -0.5 0.0
C -1.386 -0.403 0.135 -3.0 2.0 0.2
N -2.958 0.952 0.255 0.5 -2.3 -0.6
O -3.946 0.401 -0.009 1.7 0.7 0.5
F -1.973 -1.582 0.063 0.3 -0.1 -0.1
H 0.644 -0.845 0.025 0.0 -0.1 0.0
H 0.191 0.935 0.175 -0.1 0.3 0.0
```
Forces are in eV/Å.

spin multiplicity: 1
energy above the lowest of the compared OMol25 structures with the same formula, charge and spin: 3.9643 eV
F_max: 3.62 eV/Å
orbital gap: 8.466 eV